67
Properties=species:S:1:pos:R:3 method="wB97M-V/def2-TZVPD" homo_lumo_gap_ev=7.726 e_homo_ev=-8.67 e_lumo_ha=-0.03454
C 2.392 1.869 -4.388
C 1.132 2.258 -3.678
Cl -0.209 1.178 -3.896
C 0.977 3.344 -2.926
Cl 2.327 4.417 -2.766
C -0.255 3.711 -2.193
C -0.992 4.834 -2.574
C -0.581 5.685 -3.755
C -0.723 4.919 -5.079
F 0.508 4.770 -5.711
C -2.160 5.152 -1.876
O -2.861 6.271 -2.246
C -2.616 4.363 -0.818
I -4.388 4.918 0.125
C -1.897 3.226 -0.468
C -0.715 2.918 -1.148
C 0.047 1.708 -0.691
O 1.251 1.700 -0.583
C -0.816 0.550 -0.335
C -0.475 -0.759 -0.650
C -1.369 -1.780 -0.350
P -1.025 -3.484 -0.843
O -2.287 -3.808 -1.799
O -1.355 -4.326 0.453
S 0.688 -3.769 -1.653
C -2.574 -1.481 0.299
C -2.892 -0.179 0.654
C -2.011 0.843 0.318
C -2.312 2.274 0.618
O -2.822 2.622 1.657
H 2.714 2.667 -5.054
H 2.238 0.951 -4.947
H 3.173 1.671 -3.651
H 0.445 6.024 -3.640
H -1.262 6.529 -3.782
H -1.398 5.427 -5.767
H -1.122 3.916 -4.909
H -3.755 6.003 -2.492
H 0.460 -0.980 -1.148
H -2.722 -2.993 -2.073
H -0.731 -5.073 0.598
H -3.267 -2.283 0.521
H -3.822 0.041 1.159
C 0.084 -5.152 3.494
C 0.725 -6.148 2.563
O 0.592 -6.084 1.343
N 1.482 -7.129 3.103
C 1.770 -7.361 4.505
H -0.483 -4.441 2.903
H -0.586 -5.643 4.201
H 0.847 -4.600 4.042
H 1.884 -7.755 2.422
H 2.844 -7.307 4.687
H 1.416 -8.348 4.807
H 1.278 -6.614 5.119
C 1.401 0.125 4.584
C 1.600 -0.891 3.486
O 1.095 -2.004 3.522
N 2.354 -0.523 2.421
C 2.990 0.754 2.148
H 0.772 -0.320 5.350
H 2.356 0.409 5.027
H 0.910 1.019 4.198
H 2.448 -1.254 1.732
H 2.587 1.137 1.211
H 4.069 0.634 2.040
H 2.795 1.462 2.946



62
Properties=species:S:1:pos:R:3 method="wB97M-V/def2-TZVPD" homo_lumo_gap_ev="5.743 / 5.678" e_homo_ev="-1.62 / -1.59" total_charge=-2 e_above_lowest_kj_mol=146.2 spin_multiplicity=2 e_lumo_ha="0.15138 / 0.15013"
Pt -0.349 0.309 0.138
O 2.016 -3.380 -0.390
Cl 1.382 -2.312 -1.109
O 1.441 -2.588 -2.520
O -0.003 -2.208 -0.695
O 2.061 -1.069 -0.840
C 5.261 7.681 -1.477
C 4.139 6.676 -1.409
C 4.179 5.482 -2.113
C 3.146 4.551 -2.031
C 3.280 3.268 -2.810
C 2.015 4.791 -1.230
Te 0.409 3.192 -0.939
N -1.420 1.690 -0.825
C -2.708 1.492 -1.051
O -3.311 0.400 -0.964
C -3.499 2.704 -1.491
C -3.189 3.987 -1.056
C -3.965 5.069 -1.448
C -5.058 4.876 -2.283
C -5.379 3.594 -2.714
C -4.604 2.516 -2.317
C -0.045 3.278 -3.026
C -0.492 4.469 -3.610
C -0.658 5.752 -2.839
C -0.795 4.501 -4.971
C -0.694 3.374 -5.765
C -1.029 3.415 -7.233
C -0.276 2.191 -5.170
C 0.051 2.116 -3.820
C 0.468 0.783 -3.277
C 1.986 5.999 -0.514
C 0.836 6.381 0.394
C 3.028 6.919 -0.614
H 6.078 7.315 -2.101
H 5.654 7.887 -0.479
H 4.910 8.628 -1.895
H 5.045 5.261 -2.733
H 4.286 3.164 -3.220
H 2.565 3.236 -3.635
H 3.071 2.413 -2.164
H -2.343 4.124 -0.396
H -3.719 6.067 -1.102
H -5.662 5.722 -2.592
H -6.238 3.439 -3.357
H -4.842 1.506 -2.623
H -0.689 5.546 -1.771
H -1.580 6.257 -3.133
H 0.182 6.425 -3.032
H -1.117 5.440 -5.413
H -1.377 4.406 -7.526
H -1.810 2.690 -7.471
H -0.155 3.168 -7.840
H -0.199 1.296 -5.779
H 0.726 0.085 -4.072
H -0.359 0.344 -2.711
H 1.314 0.862 -2.597
H 0.165 5.540 0.553
H 0.265 7.206 -0.042
H 1.216 6.709 1.364
H 2.974 7.844 -0.044
Se -0.034 0.425 2.413



92
Properties=species:S:1:pos:R:3 method="wB97M-V/def2-TZVPD" homo_lumo_gap_ev=7.664 e_homo_ev=-5.72 total_charge=-1 e_lumo_ha=0.07160
C -0.574 2.701 -3.778
C 0.337 1.927 -2.828
C -0.156 2.081 -1.394
C 0.652 1.429 -0.245
C -0.297 0.618 0.632
S 1.969 0.318 -0.737
O 2.557 -0.116 0.536
O 2.911 1.070 -1.563
O 1.291 -0.777 -1.475
H -0.186 2.721 -4.791
H -0.700 3.725 -3.427
H -1.562 2.247 -3.761
H 0.299 0.874 -3.092
H 1.365 2.254 -2.933
H -1.162 1.664 -1.366
H -0.264 3.148 -1.195
H 1.096 2.211 0.364
H -0.754 -0.138 0.001
H 0.242 0.108 1.420
H -1.056 1.277 1.047
C 1.924 -0.281 4.349
C 1.545 0.988 5.117
C 2.650 1.715 5.882
F 3.159 0.935 6.859
F 2.123 2.821 6.461
F 0.498 0.741 5.945
F 1.119 1.884 4.186
O 1.628 -1.517 4.981
C 2.486 -2.159 5.826
C 1.847 -2.314 7.207
F 1.580 -1.110 7.748
F 2.696 -2.973 8.032
F 3.700 -1.593 5.891
F 2.644 -3.418 5.352
H 1.287 -0.280 3.465
H 2.946 -0.245 3.971
H 3.449 2.018 5.201
H 0.924 -2.883 7.114
C -2.281 -0.910 5.366
C -2.045 -2.270 6.034
C -1.333 -3.342 5.206
F -2.079 -3.695 4.143
F -1.159 -4.437 5.990
F -3.195 -2.760 6.542
F -1.205 -2.020 7.087
O -3.570 -0.677 4.835
C -3.893 -0.994 3.548
C -5.054 -1.993 3.499
F -4.723 -3.132 4.138
F -5.322 -2.286 2.207
F -2.843 -1.430 2.838
F -4.351 0.133 2.953
H -2.190 -0.187 6.175
H -1.493 -0.680 4.648
H -0.356 -2.985 4.870
H -5.939 -1.557 3.966
C -5.999 1.334 -6.461
C -7.199 2.127 -5.930
C -6.932 3.519 -5.354
F -6.149 3.446 -4.263
F -8.116 4.069 -4.994
F -7.901 1.391 -5.046
F -8.002 2.353 -7.016
O -5.445 0.355 -5.612
C -4.430 0.651 -4.740
C -4.832 0.365 -3.289
F -5.914 1.101 -2.957
F -3.809 0.712 -2.485
F -3.985 1.910 -4.882
F -3.405 -0.179 -5.021
H -6.401 0.765 -7.298
H -5.235 1.999 -6.866
H -6.459 4.161 -6.102
H -5.060 -0.695 -3.164
C 5.193 -0.158 -3.282
C 6.017 0.664 -4.277
C 6.165 0.119 -5.697
F 6.827 -1.057 -5.709
F 6.880 1.003 -6.441
F 7.242 0.949 -3.777
F 5.355 1.846 -4.442
O 5.919 -0.983 -2.386
C 6.265 -2.257 -2.679
C 7.785 -2.446 -2.633
F 8.398 -1.646 -3.529
F 8.082 -3.733 -2.947
F 5.764 -2.697 -3.851
F 5.777 -3.066 -1.707
H 4.696 0.571 -2.642
H 4.391 -0.706 -3.776
H 5.183 -0.011 -6.160
H 8.155 -2.222 -1.632



59
Properties=species:S:1:pos:R:3 method="wB97M-V/def2-TZVPD" homo_lumo_gap_ev=7.833 e_homo_ev=-10.98 total_charge=+1 e_lumo_ha=-0.11557
C 5.165 -1.025 -2.689
N 4.206 -0.012 -3.206
C 5.047 1.219 -3.452
C 3.680 -0.381 -4.501
O 4.282 -1.143 -5.224
C 2.326 0.215 -5.073
C 1.177 0.201 -4.032
C 0.741 -0.792 -3.084
N -0.319 -0.151 -2.427
C -0.585 1.093 -2.889
N 0.327 1.319 -3.895
H 5.154 -1.006 -1.560
H 4.929 -2.075 -2.988
H 6.228 -0.821 -2.990
H 5.876 0.960 -4.178
H 5.501 1.597 -2.505
H 4.390 1.959 -3.977
H 2.548 1.302 -5.291
H 2.079 -0.261 -6.051
H 1.185 -1.797 -2.961
H -0.848 -0.585 -1.665
H -1.385 1.794 -2.562
H 0.379 2.168 -4.459
F -3.292 -0.862 -0.180
C -2.629 -0.694 0.984
C -1.960 0.496 1.214
C -1.279 0.674 2.412
C -1.266 -0.344 3.359
C -1.938 -1.536 3.114
C -2.630 -1.712 1.921
H -1.975 1.275 0.460
H -0.759 1.602 2.606
H -0.730 -0.206 4.291
H -1.922 -2.328 3.851
H -3.165 -2.630 1.715
F -0.175 -3.911 2.860
C 0.375 -3.922 1.637
C 0.460 -2.738 0.931
C 1.027 -2.741 -0.334
C 1.496 -3.929 -0.885
C 1.402 -5.115 -0.165
C 0.842 -5.112 1.107
H 0.081 -1.823 1.371
H 1.102 -1.816 -0.889
H 1.936 -3.931 -1.877
H 1.763 -6.041 -0.594
H 0.767 -6.024 1.686
F -1.655 3.077 4.132
C -2.894 3.605 4.194
C -3.975 2.770 4.406
C -5.251 3.314 4.475
C -5.431 4.684 4.319
C -4.335 5.511 4.101
C -3.057 4.970 4.043
H -3.816 1.704 4.517
H -6.105 2.671 4.648
H -6.427 5.107 4.368
H -4.476 6.578 3.976
H -2.191 5.599 3.883



58
Properties=species:S:1:pos:R:3 method="wB97M-V/def2-TZVPD" homo_lumo_gap_ev=3.786 e_homo_ev=-6.61 e_lumo_ha=-0.10370
C 4.165 -1.032 3.235
C 3.273 0.130 2.896
O 1.920 -0.257 3.190
C 1.055 0.789 3.126
C -0.325 0.335 3.334
C -1.410 1.192 2.959
O -1.344 2.039 2.059
C -2.747 0.964 3.676
C -3.680 0.020 2.916
C -3.309 -1.469 2.917
C -1.965 -1.835 2.249
C -0.849 -2.125 3.246
C -0.524 -0.912 4.133
O 1.441 1.940 2.970
H 5.189 -0.810 2.928
H 4.174 -1.210 4.316
H 3.836 -1.945 2.729
H 3.529 1.024 3.473
H 3.318 0.387 1.831
H -2.573 0.621 4.702
H -3.231 1.946 3.729
H -4.677 0.107 3.371
H -3.777 0.375 1.879
H -3.333 -1.856 3.948
H -4.108 -1.995 2.369
H -2.115 -2.723 1.616
H -1.644 -1.031 1.572
H -1.111 -2.978 3.883
H 0.066 -2.394 2.704
H 0.413 -1.100 4.669
H -1.312 -0.760 4.880
F 6.305 2.816 0.044
C 5.308 3.701 -0.286
F 5.298 4.667 0.675
F 5.689 4.301 -1.459
C 3.995 2.990 -0.407
C 2.902 3.420 0.337
C 1.763 2.652 0.347
C 1.655 1.459 -0.415
C 0.485 0.677 -0.282
C 0.208 -0.536 -0.957
C -1.150 -0.853 -1.255
C -1.480 -2.054 -1.863
C -0.477 -2.986 -2.179
C 0.862 -2.699 -1.880
C 1.208 -1.496 -1.280
C 2.747 1.148 -1.278
C 3.924 1.869 -1.226
H 2.949 4.335 0.915
H 0.925 2.911 0.989
H -0.320 1.122 0.298
H -1.913 -0.113 -1.003
H -2.523 -2.266 -2.100
H -0.746 -3.938 -2.642
H 1.641 -3.423 -2.125
H 2.247 -1.310 -1.005
H 2.672 0.322 -1.972
H 4.781 1.571 -1.824



71
Properties=species:S:1:pos:R:3 method="wB97M-V/def2-TZVPD" homo_lumo_gap_ev=7.647 e_homo_ev=-6.53 total_charge=-1 e_lumo_ha=0.04107
C 2.946 -2.697 1.522
C 2.436 -4.079 1.926
O 1.205 -4.050 2.632
C 1.239 -3.351 3.853
C 0.666 -1.927 3.777
O -0.159 -1.816 2.636
C -0.561 -0.564 2.286
C -0.873 0.423 3.213
C -1.299 1.658 2.750
C -1.386 1.925 1.374
C -1.079 0.925 0.432
C -1.165 1.137 -1.054
C 0.203 1.410 -1.740
C 1.344 1.792 -0.807
C 2.584 2.217 -1.589
O 3.441 3.094 -0.868
C 3.982 2.506 0.287
C -0.671 -0.329 0.910
N -0.359 -1.351 -0.037
C -1.818 3.294 0.974
O -1.402 3.877 -0.002
C -2.818 3.929 1.891
C -3.802 4.784 1.408
C -4.732 5.321 2.287
C -4.666 5.031 3.646
C -3.666 4.202 4.137
C -2.749 3.642 3.255
C -1.679 2.718 3.726
O -1.183 2.817 4.829
H 2.103 -2.033 1.326
H 3.552 -2.243 2.308
H 3.544 -2.764 0.615
H 3.189 -4.590 2.537
H 2.240 -4.678 1.040
H 2.267 -3.280 4.219
H 0.660 -3.929 4.574
H 0.083 -1.749 4.686
H 1.465 -1.182 3.726
H -0.791 0.254 4.278
H -1.556 0.218 -1.489
H -1.843 1.958 -1.265
H 0.475 0.508 -2.286
H 0.051 2.214 -2.462
H 1.601 0.929 -0.185
H 1.062 2.623 -0.153
H 2.291 2.763 -2.484
H 3.165 1.338 -1.895
H 3.296 2.561 1.139
H 4.892 3.049 0.541
H 4.236 1.452 0.120
H -0.973 -2.144 0.117
H 0.586 -1.694 0.088
H -3.839 5.016 0.352
H -5.518 5.970 1.924
H -5.393 5.452 4.327
H -3.585 3.975 5.191
C -0.789 -4.014 -7.497
F -1.485 -3.834 -8.625
F -1.235 -5.126 -6.909
F 0.492 -4.195 -7.825
S -1.015 -2.536 -6.419
O -2.421 -2.505 -6.128
O -0.464 -1.444 -7.171
N -0.103 -3.054 -5.234
S 0.130 -2.188 -3.938
O -1.014 -2.044 -3.083
O 0.970 -1.035 -4.113
C 1.212 -3.413 -3.080
F 2.321 -3.668 -3.774
F 0.578 -4.565 -2.853
F 1.583 -2.911 -1.889